DFT (ωB97M-V/def2-TZVPD) results for the ion C10H11N2 with charge +1 at a distorted geometry.

The value obtained for the LUMO energy (spin up / spin down) is -4.30 / -6.98 eV. The calculation puts the HOMO energy (spin up / spin down) at -10.81 / -13.41 eV. The energy above the lowest of the compared OMol25 structures with the same formula, charge and spin is 95.4 kJ/mol. Its expectation value of S² is 2.024. Its net charge is +1. Its spin multiplicity is 3.

Structure (XYZ):
```
23
C10H11N2 ωB97M-V/def2-TZVPD
C -1.35 1.94 -0.04
H 0.33 2.86 -0.69
C -0.62 -0.94 -0.45
H -0.64 -2.71 -1.36
H -1.24 -0.40 -1.26
H -3.22 -0.28 1.57
C -0.91 -2.36 -0.25
H -0.34 -2.94 0.53
H -2.00 -2.57 -0.10
C 0.74 -0.50 -0.31
H 3.97 1.68 0.28
H 3.63 -0.62 1.36
C 3.08 1.11 0.12
N 2.11 1.56 -0.56
C 0.91 0.94 -0.57
H -4.06 0.44 -0.05
N -2.19 1.00 0.48
C 1.95 -1.07 0.28
H -1.76 2.93 0.13
C 2.93 -0.20 0.67
C -3.26 0.35 0.60
C -0.08 1.92 -0.63
H 2.01 -2.14 0.25
```

List of Mulliken charges in e, atom by atom: -0.0675, 0.4542, -0.3184, 0.2902, 0.5220, 0.2939, -1.1920, 0.3495, 0.3298, 0.7939, 0.4009, 0.4056, -0.3339, -0.4706, 0.3540, 0.3558, -0.1451, -0.4423, 0.3941, -0.4549, -0.3002, -0.6927, 0.4738

DFT (ωB97M-V/def2-TZVPD) results for a cluster of 5 separate species, C31H60BClFNO16P3S4 in total at a distorted geometry.

The value obtained for the LUMO energy is 1.50 eV. The calculation puts the HOMO energy at -4.60 eV. Its net charge is -1.

Structure (XYZ):
```
118
C31H60BClFNO16P3S4 ωB97M-V/def2-TZVPD
H -3.43 -5.90 0.59
H -2.84 4.59 -0.68
C -4.05 -0.64 -1.43
C 0.46 4.15 -0.25
C 7.03 2.74 0.69
F 1.53 3.46 -4.69
O -4.26 -7.99 -0.39
C -5.43 -0.23 -0.88
C -5.46 1.30 -0.82
H -6.01 -4.35 2.99
H -4.25 -10.52 -4.20
C -4.19 -5.44 2.59
H -5.53 1.71 -1.84
C -4.31 -5.48 1.06
H -5.13 -2.19 2.19
H -0.94 3.06 2.60
H -0.76 4.97 -1.84
O 3.14 3.36 2.51
C -0.89 3.48 1.60
O 7.20 7.63 -0.56
H 7.73 2.66 -0.14
H -4.06 -0.70 -2.51
H 6.41 2.21 -2.21
H 0.50 4.84 -3.69
O -0.79 -5.65 2.69
C 5.93 5.65 -0.15
C 1.46 4.34 -3.59
H -5.56 -0.63 0.13
H 1.24 3.26 1.53
B 1.31 6.93 -0.31
H 7.39 8.01 -1.42
P 4.00 4.65 2.00
H -5.02 -6.69 -2.58
H 7.04 1.91 2.68
H -3.88 2.76 -0.34
S -0.76 -4.25 3.06
C 1.78 4.32 -0.97
C 1.57 -2.97 2.91
C -4.38 -10.02 -2.09
H 1.32 -4.80 4.09
H -6.32 1.67 -0.26
H -4.64 -10.95 -1.59
H -3.13 -5.35 2.85
Cl 4.69 4.55 -2.54
H 0.40 8.60 -0.48
C 5.84 7.08 -0.61
H 4.72 1.66 -2.23
O 2.87 3.71 -0.32
O 1.09 6.99 1.03
H 6.64 5.15 -0.82
H 1.30 6.15 1.46
N -2.06 3.82 1.06
O -2.44 1.33 -2.14
O 3.37 5.91 2.47
H -4.14 1.51 0.89
H -6.23 -0.64 -1.50
C 6.11 0.29 -1.35
H 3.63 2.88 3.18
C -0.48 -3.25 1.60
H -3.79 -8.12 -4.01
C 2.15 5.82 -1.10
H 0.04 -1.45 2.67
H -4.58 -6.35 3.03
H 7.21 3.70 1.16
H 5.52 -0.20 -0.58
H 6.39 5.64 0.84
H 5.27 4.28 3.72
C 0.54 -2.21 2.06
H 6.12 -0.29 -2.27
C -4.48 -3.06 2.18
S -5.20 -8.66 -1.26
C -1.92 4.32 -0.17
H 2.50 2.91 -2.44
O -1.83 -3.66 3.83
H -5.34 -8.23 -4.83
H -6.55 -7.56 -2.86
S -4.47 -3.78 0.54
C -0.74 4.53 -0.85
H 0.76 2.85 -2.27
H -4.71 -3.97 4.13
C 5.62 1.73 -1.63
C 0.79 -3.87 3.88
O 0.76 7.94 -1.08
O -3.26 -3.37 -0.14
H -5.89 -10.30 -3.60
C 1.61 3.52 -2.33
P 4.35 4.61 -0.24
C -4.83 -8.43 -3.89
H -1.42 -2.82 1.26
C 0.36 3.60 1.01
P 5.32 2.57 -0.02
H 2.26 5.06 -3.73
H 1.00 -1.71 1.21
H 5.25 7.70 0.07
C -5.47 -7.66 -2.73
O -6.47 -9.11 -0.76
C -4.15 1.73 -0.18
C -4.87 -9.93 -3.53
O -5.77 -3.58 -0.06
H 6.76 0.70 1.43
H -3.31 -9.85 -2.02
H 7.14 0.33 -0.99
H 2.20 6.21 -2.12
H 5.50 7.17 -1.63
S -2.92 0.68 -0.95
H -5.20 -6.02 0.73
H -0.06 -3.90 0.83
O 3.46 6.01 -0.55
H -3.46 -2.76 2.41
C 7.33 1.59 1.68
H 0.56 -3.36 4.81
O 5.43 4.46 2.78
H -3.69 -1.57 -1.00
H 8.39 1.35 1.70
H 2.20 -3.58 2.26
O -2.01 0.18 0.04
H 2.23 -2.29 3.45
C -4.94 -4.19 3.08
```

Atom charges from the Mulliken analysis, given in e for atoms 1 to 99: 0.4771, 0.3796, -0.1819, -0.5096, -0.4962, -0.4153, -0.5657, -0.2266, -0.8764, 0.3437, 0.3477, -0.0754, 0.3291, -0.6432, 0.4810, 0.4422, 0.4534, -0.5285, -0.7459, -0.5912, 0.5780, 0.3647, 0.4347, 0.2002, -0.7537, -0.6119, -0.1196, -0.0641, 0.4134, 0.9721, 0.3278, 0.9963, 0.2725, 0.3538, -0.1100, 1.3780, 3.1798, -0.6726, -0.7192, 0.3643, 0.4206, 0.3879, -0.3198, -0.3927, 0.2920, -0.7985, 0.3461, -0.9743, -0.7399, 0.3380, 0.2663, -0.5956, -0.6978, -0.9272, 0.3845, 0.4024, -1.3102, 0.2863, 0.2123, 0.3066, -1.0433, 0.2822, 0.4071, 0.3288, 0.3185, 0.3873, 0.3346, -0.7507, 0.4186, -0.5130, 1.1022, -0.9021, -0.2607, -0.6900, 0.3357, 0.3952, 1.2175, -0.6012, 0.4418, 0.3971, -0.4191, -0.8103, -0.7046, -0.7937, 0.2951, -0.5964, 0.8868, -0.6902, -0.4129, -0.1404, 0.2014, 0.2252, 0.4588, 0.1806, -0.5200, -0.6853, -0.1671, -0.5899, -0.7479

DFT (ωB97M-V/def2-TZVPD) results for a cluster of 3 separate species, C2H4N4O2 in total at a distorted geometry.

The value obtained for the LUMO energy is -0.61 eV. The calculation puts the HOMO energy at -9.43 eV. The energy above the lowest of the compared OMol25 structures with the same formula, charge and spin is 586.2 kJ/mol. Its net charge is 0.

Structure (XYZ):
```
12
C2H4N4O2 ωB97M-V/def2-TZVPD
H -2.32 -0.69 -1.76
O 0.14 -0.09 1.17
H 2.13 0.52 2.17
C -0.85 -0.45 0.34
N -1.07 0.09 -1.96
N 2.20 0.75 1.20
H -1.14 1.69 -1.89
N 0.94 0.35 -0.83
O -2.00 -0.71 0.68
N -0.27 -0.34 -0.90
H 1.53 -0.49 -1.34
C 1.21 0.35 0.56
```

List of Mulliken charges in e, atom by atom: 0.3161, -0.2861, 0.2754, 0.4904, -0.6941, -0.6759, 0.2023, -0.4003, -0.5717, 0.4005, 0.3705, 0.5727

DFT (ωB97M-V/def2-TZVPD) results for a cluster of 3 separate species, C2H10N2O2 in total at a distorted geometry.

The SMILES is N/C=C/N.O.O. The value obtained for the LUMO energy is 0.88 eV. The calculation puts the HOMO energy at -7.73 eV. The energy above the lowest of the compared OMol25 structures with the same formula, charge and spin is 100.0 kJ/mol. Its net charge is 0.

Structure (XYZ):
```
16
C2H10N2O2 ωB97M-V/def2-TZVPD
H -1.84 -1.13 -0.52
C 0.26 -1.10 -0.54
C -0.99 -0.67 -0.88
H 1.10 -0.75 -1.03
O -0.03 2.27 0.30
H 1.39 -2.18 0.87
H -2.26 0.64 -1.88
H 0.81 2.30 -0.08
H 1.39 0.97 2.88
N -1.27 0.54 -1.66
N 0.57 -2.26 0.21
H 0.59 1.06 1.53
H -0.12 -2.70 0.69
H -0.62 1.76 -0.38
H -0.71 0.60 -2.51
O 1.22 0.49 2.09
```

List of Mulliken charges in e, atom by atom: 0.3118, -0.2440, -0.2372, 0.3768, -0.7560, 0.2497, 0.2171, 0.3159, 0.2840, -0.5880, -0.5334, 0.4071, 0.2003, 0.4421, 0.2158, -0.6618

DFT (ωB97M-V/def2-TZVPD) results for an isolated molecule of C3H5N3O.

The SMILES is Nc1nc(O)c[nH]1. The value obtained for the LUMO energy is 0.74 eV. The calculation puts the HOMO energy at -7.69 eV. The energy above the lowest of the compared OMol25 structures with the same formula, charge and spin is 60.4 kJ/mol. Its net charge is 0.

Structure (XYZ):
```
12
C3H5N3O ωB97M-V/def2-TZVPD
H -2.65 0.00 0.80
C 1.32 -0.18 -0.29
H -2.19 -1.60 0.69
C 0.79 1.02 -0.63
H 2.88 -1.21 0.06
N -0.53 0.94 -0.21
N -1.90 -0.67 0.95
N 0.41 -0.98 0.35
C -0.69 -0.27 0.38
O 2.58 -0.57 -0.60
H 1.21 1.88 -1.13
H -1.23 1.65 -0.37
```

List of Mulliken charges in e, atom by atom: 0.2304, 0.5635, 0.2480, -0.5318, 0.3571, -0.0332, -0.4782, -0.6607, 0.2498, -0.5218, 0.4037, 0.1734

DFT (ωB97M-V/def2-TZVPD) results for a structure of composition C5H6S3 at a distorted geometry.

The value obtained for the LUMO energy is -0.81 eV. The calculation puts the HOMO energy at -8.65 eV. The energy above the lowest of the compared OMol25 structures with the same formula, charge and spin is 285.4 kJ/mol. Its net charge is 0.

Structure (XYZ):
```
14
C5H6S3 ωB97M-V/def2-TZVPD
H -2.33 -1.95 0.23
C -1.31 -1.98 -0.22
H -0.59 -0.98 1.46
C 0.61 1.23 0.50
H -1.36 -1.89 -1.31
H 0.93 3.59 -0.18
C 1.48 0.75 -0.57
H -0.81 -2.95 0.15
S 0.32 3.07 0.90
C -0.34 0.34 -0.15
S 0.19 0.61 -1.85
C -0.63 -0.82 0.38
S 2.92 0.06 -0.80
H 0.92 0.92 1.44
```

List of Mulliken charges in e, atom by atom: 0.2872, -1.1416, 0.3200, -0.2851, 0.3361, 0.1481, 0.0397, 0.2843, -0.2152, 0.8323, -0.1169, -0.5266, -0.2424, 0.2801